1.
{
  "formula": "C23H38F9I2NO8S2",
  "method": "the ωB97M-V functional and the def2-TZVPD basis",
  "gap_ev": 9.251,
  "lumo_ev": -0.204,
  "homo_ev": -9.455,
  "max_force_ev_per_a": 0.8,
  "elements": ["C", "O", "C", "C", "C", "C", "C", "C", "O", "C", "C", "C", "C", "O", "N", "C", "I", "C", "C", "I", "S", "O", "O", "C", "F", "F", "C", "F", "F", "C", "F", "F", "C", "F", "F", "F", "S", "C", "O", "O", "H", "H", "H", "H", "H", "H", "H", "H", "H", "H", "H", "H", "H", "H", "H", "H", "H", "H", "H", "H", "H", "H", "H", "H", "H", "H", "H", "H", "C", "C", "O", "C", "C", "H", "H", "H", "H", "H", "H", "H", "H", "H", "H"],
  "xyz": [[2.481, -4.985, 2.203], [3.056, -4.126, 3.163], [3.219, -2.797, 2.705], [1.966, -1.951, 2.883], [2.017, -0.663, 2.070], [0.694, 0.090, 2.193], [0.470, 1.306, 1.273], [1.696, 1.669, 0.419], [2.765, 2.085, 1.234], [4.040, 1.733, 0.715], [5.123, 2.474, 1.473], [5.300, 2.042, 2.931], [4.342, 2.731, 3.912], [5.174, 0.614, 2.957], [-0.666, 1.154, 0.285], [-0.334, 1.032, -1.101], [-0.612, 2.824, -2.198], [0.113, -0.108, -1.645], [0.346, -1.380, -0.885], [0.599, -0.289, -3.644], [-2.167, 0.511, 0.669], [-2.432, -0.513, -0.302], [-2.287, 0.237, 2.062], [-3.446, 1.801, 0.192], [-3.146, 3.055, 0.536], [-3.503, 1.742, -1.159], [-4.894, 1.444, 0.688], [-5.715, 2.129, -0.141], [-5.093, 0.122, 0.479], [-5.298, 1.817, 2.170], [-4.242, 2.210, 2.879], [-6.190, 2.835, 2.121], [-5.987, 0.657, 2.936], [-6.317, 1.094, 4.152], [-7.101, 0.276, 2.295], [-5.183, -0.400, 3.058], [0.199, 2.752, 2.427], [0.550, 4.181, 1.462], [1.171, 2.653, 3.483], [-1.190, 2.787, 2.777], [1.699, -4.482, 1.627], [2.030, -5.821, 2.732], [3.240, -5.371, 1.516], [4.034, -2.375, 3.294], [3.521, -2.801, 1.650], [1.076, -2.539, 2.640], [1.873, -1.686, 3.940], [2.812, -0.042, 2.487], [2.276, -0.893, 1.034], [0.603, 0.411, 3.231], [-0.124, -0.611, 2.048], [1.434, 2.477, -0.264], [1.995, 0.801, -0.170], [4.189, 0.654, 0.798], [4.094, 2.007, -0.345], [6.055, 2.339, 0.923], [4.859, 3.533, 1.463], [6.324, 2.291, 3.223], [3.617, 2.013, 4.297], [3.745, 3.496, 3.419], [4.886, 3.186, 4.737], [5.112, 0.350, 3.879], [-0.026, -2.224, -1.466], [-0.168, -1.388, 0.070], [1.419, -1.542, -0.762], [0.122, 4.095, 0.468], [1.631, 4.290, 1.404], [0.109, 5.003, 2.020], [-3.021, -2.031, -5.168], [-2.262, -1.591, -6.408], [-1.550, -2.630, -7.054], [-2.327, -3.714, -7.529], [-3.381, -3.328, -8.552], [-2.341, -2.494, -4.452], [-3.493, -1.171, -4.693], [-3.806, -2.752, -5.400], [-1.503, -0.864, -6.123], [-2.934, -1.086, -7.111], [-2.787, -4.255, -6.693], [-1.604, -4.392, -7.983], [-4.135, -2.660, -8.135], [-3.893, -4.222, -8.910], [-2.920, -2.828, -9.405]],
  "mulliken_charge": [-0.572, -0.418, -0.541, -0.906, 0.657, -1.743, 2.273, -3.116, 0.344, -0.437, -1.370, 0.266, -1.098, -0.554, 0.438, -1.396, 0.159, 0.564, -1.494, 0.193, 1.306, -0.644, -0.735, 0.440, -0.226, -0.257, 0.502, -0.298, -0.289, 0.652, -0.213, -0.301, 0.581, -0.251, -0.260, -0.176, 1.282, -0.874, -0.652, -0.664, 0.209, 0.261, 0.265, 0.147, 0.452, 0.444, 0.286, -0.246, 0.191, 0.762, 0.443, 0.536, 0.816, 0.310, 0.457, 0.473, 0.291, 0.497, 0.237, 0.156, 0.387, 0.314, 0.581, 0.229, 0.480, 0.100, 0.186, 0.580, -0.965, -0.257, -0.411, -0.330, -1.026, 0.257, 0.339, 0.323, 0.178, 0.302, 0.296, 0.337, 0.270, 0.385, 0.288]
}

2.
{
  "formula": "C23H39BFN2O9P",
  "method": "the ωB97M-V functional and the def2-TZVPD basis",
  "relative_energy_kcal_mol": 112.6,
  "smiles": "CCOCC[C@H](OCC(=O)NC(=O)F)[C@@](C)(CC)O[C@@]([PH2]=O)(B(O)OCC)c1ccccn1.CC(C)=O",
  "gap_ev": 9.057,
  "lumo_ev": 0.025,
  "homo_ev": -9.033,
  "max_force_ev_per_a": 6.8,
  "elements": ["C", "C", "O", "C", "C", "C", "O", "C", "C", "O", "N", "C", "O", "F", "C", "C", "C", "C", "O", "C", "P", "O", "B", "O", "O", "C", "C", "C", "C", "C", "C", "C", "N", "H", "H", "H", "H", "H", "H", "H", "H", "H", "H", "H", "H", "H", "H", "H", "H", "H", "H", "H", "H", "H", "H", "H", "H", "H", "H", "H", "H", "H", "H", "H", "H", "H", "C", "C", "O", "C", "H", "H", "H", "H", "H", "H"],
  "xyz": [[-0.476, -5.622, 2.145], [-0.492, -4.286, 3.046], [-1.708, -3.551, 2.727], [-1.477, -2.122, 3.001], [-1.165, -1.398, 1.599], [-2.223, -0.201, 1.243], [-3.034, -0.488, 0.077], [-4.125, -1.374, 0.373], [-4.272, -2.503, -0.782], [-4.752, -3.603, -0.391], [-3.918, -2.258, -2.200], [-2.861, -3.148, -2.684], [-2.551, -4.254, -2.230], [-2.088, -2.635, -3.783], [-1.589, 1.263, 1.295], [-2.844, 2.311, 1.358], [-0.990, 1.365, 2.828], [0.613, 1.337, 2.879], [-0.511, 1.606, 0.465], [-0.526, 1.375, -0.940], [0.840, 2.623, -1.557], [0.800, 2.664, -3.120], [0.057, -0.042, -1.485], [-0.665, -1.306, -1.520], [1.440, -0.167, -1.956], [2.325, -0.473, -0.832], [3.881, -0.411, -1.307], [-1.817, 1.951, -1.756], [-2.634, 1.026, -2.623], [-3.863, 1.580, -3.402], [-4.015, 3.090, -3.173], [-3.034, 3.817, -2.278], [-1.935, 3.359, -1.514], [-0.104, -6.484, 2.815], [-1.522, -5.809, 1.729], [0.246, -5.425, 1.270], [-0.519, -4.498, 4.173], [0.392, -3.645, 2.713], [-2.420, -1.757, 3.529], [-0.614, -2.036, 3.757], [-1.360, -2.199, 0.786], [-0.077, -1.075, 1.474], [-2.967, -0.238, 2.134], [-4.040, -1.928, 1.366], [-5.138, -0.816, 0.385], [-4.725, -2.343, -2.834], [-3.590, 2.162, 0.511], [-3.314, 2.222, 2.408], [-2.343, 3.355, 1.347], [-1.306, 2.383, 3.279], [-1.431, 0.571, 3.516], [1.108, 2.344, 2.668], [1.105, 0.558, 2.207], [0.906, 1.061, 3.965], [2.136, 2.261, -1.072], [0.572, 3.953, -1.103], [0.013, -1.962, -1.222], [2.096, -1.540, -0.494], [2.240, 0.310, 0.012], [4.014, 0.377, -2.138], [4.223, -1.456, -1.624], [4.516, -0.123, -0.402], [-2.478, -0.101, -2.763], [-4.526, 0.932, -4.057], [-4.863, 3.649, -3.679], [-3.200, 4.958, -2.190], [6.984, 3.226, -1.176], [7.228, 1.844, -0.631], [6.375, 0.978, -0.700], [8.567, 1.575, 0.002], [5.980, 3.276, -1.602], [7.060, 3.962, -0.372], [7.709, 3.449, -1.962], [8.714, 2.237, 0.858], [9.362, 1.724, -0.732], [8.602, 0.540, 0.349]],
  "mulliken_charge": [-0.961, -0.111, -0.396, -0.871, 0.344, -1.201, -0.055, -0.376, 0.188, -0.549, 0.082, 0.534, -0.446, -0.246, 0.960, -1.683, -0.704, -0.849, -0.159, 1.760, 0.371, -0.759, -0.232, 0.086, -0.674, 0.306, -1.115, 0.009, -0.083, -0.693, -0.381, -0.367, -0.349, 0.309, 0.246, 0.238, 0.327, 0.174, 0.308, 0.384, 0.303, -0.069, 0.926, 0.245, 0.292, 0.336, 0.168, 0.500, 0.398, 0.475, 0.279, 0.273, 0.066, 0.332, -0.011, 0.085, 0.120, 0.221, -0.033, 0.175, 0.330, 0.330, -0.058, 0.369, 0.332, 0.284, -1.026, 0.718, -0.473, -1.084, 0.243, 0.324, 0.330, 0.324, 0.327, 0.281]
}

> What is the formula in the second record?

C23H39BFN2O9P